1.
CHO2S2 | ωB97M-V/def2-TZVPD

Last column: Löwdin charge in e.
Element x y z (Å)
S (-2.804, 1.854, 1.858)  -0.04
S (-1.409, 0.803, 0.690)  0.45
O (-3.135, 0.883, -1.469)  0.00
O (-0.206, -0.317, -0.390)  -0.57
C (-2.327, 0.897, -0.621)  -0.76
H (0.657, -0.180, 0.005)  -0.09

Cartesian forces, eV/Å:
-1.245 0.951 1.620
0.608 0.100 -0.399
-1.736 0.637 -1.000
0.326 -0.526 -0.346
1.674 -1.154 -0.062
0.373 -0.009 0.188

Values from the calculation:
DFT total energy: -985.460307 Eh
HOMO energy (alpha / beta): -0.0484 / -0.1303 hartree
gap between HOMO and LUMO (alpha / beta): 5.052 / 6.164 eV
charge: -1
2S+1: 3



2.
C21H33N5OS | ωB97M-V/def2-TZVPD

Last column: Löwdin charge in e.
Element x y z (Å)
S (-2.199, -4.034, 0.619)  1.10
O (-5.149, 2.520, 2.373)  -0.13
N (-1.304, 0.259, 0.070)  0.19
N (-4.196, 1.443, -0.061)  -0.16
N (-2.801, -1.540, -0.246)  0.12
N (0.693, 0.054, 1.196)  0.07
N (3.603, 0.776, -1.984)  -0.20
C (1.065, 1.409, 0.868)  -0.19
C (-2.439, -0.275, -0.369)  -0.34
C (5.190, 2.600, -1.437)  -0.09
C (-0.665, -4.141, 1.419)  -0.50
C (2.964, 0.732, -0.684)  -0.21
C (1.329, -3.149, 2.176)  -0.13
C (4.109, 2.080, -2.377)  -0.26
C (2.823, 0.146, -3.039)  -0.27
C (-4.362, 3.286, 1.491)  -0.20
C (-1.931, -2.325, 0.371)  -0.52
C (1.664, 1.541, -0.535)  -0.16
C (-5.887, 1.553, 1.662)  -0.20
C (0.075, -5.288, 2.014)  -0.17
C (-0.699, -1.893, 0.893)  -0.10
C (-0.429, -0.515, 0.705)  -0.25
C (0.007, -2.966, 1.495)  -0.22
C (3.727, -0.533, -4.066)  -0.09
C (-3.406, 2.406, 0.684)  -0.18
C (-3.427, 0.660, -1.016)  -0.13
C (1.215, -4.573, 2.771)  -0.16
C (-4.969, 0.629, 0.861)  -0.17
H (2.756, -0.322, -0.475)  0.11
H (2.145, -3.091, 1.448)  0.12
H (-0.545, -5.894, 2.675)  0.11
H (4.407, -1.214, -3.563)  0.07
H (3.689, 1.077, 0.057)  0.11
H (-2.696, 1.917, 1.371)  0.11
H (1.417, -0.567, 1.519)  0.12
H (-4.130, 0.068, -1.605)  0.12
H (0.158, 2.015, 0.926)  0.11
H (-5.014, 3.838, 0.797)  0.12
H (2.155, -5.117, 2.695)  0.11
H (0.925, 1.194, -1.259)  0.10
H (5.920, 1.818, -1.247)  0.08
H (4.775, 2.932, -0.489)  0.06
H (-2.843, 3.021, -0.020)  0.12
H (0.461, -5.942, 1.227)  0.11
H (1.861, 2.597, -0.725)  0.11
H (4.550, 1.958, -3.368)  0.11
H (1.780, 1.753, 1.620)  0.12
H (-3.809, 3.994, 2.112)  0.12
H (-6.451, 0.989, 2.407)  0.12
H (3.122, -1.095, -4.774)  0.07
H (-2.894, 1.359, -1.664)  0.12
H (1.511, -2.407, 2.955)  0.11
H (-6.584, 2.051, 0.972)  0.13
H (5.696, 3.446, -1.897)  0.07
H (2.164, 0.869, -3.549)  0.12
H (4.315, 0.193, -4.621)  0.06
H (3.303, 2.829, -2.467)  0.11
H (-4.324, 0.071, 1.561)  0.13
H (-5.562, -0.086, 0.290)  0.13
H (0.953, -4.498, 3.826)  0.11
H (2.188, -0.617, -2.585)  0.11

Forces on atoms 1 to 6 (eV/Å):
0.304 0.267 0.080
0.029 -0.023 0.184
0.522 0.296 0.054
0.036 0.002 -0.012
-0.589 -0.016 -0.307
0.321 -0.218 0.196

Values from the calculation:
DFT total energy: -1567.217660 Eh
HOMO energy: -0.2885 hartree
gap between HOMO and LUMO: 8.440 eV
SMILES: CCN(CC)CCCNc1nc(CN2CCOCC2)nc2sc3c(c12)CCC3